{"formula": "H41O20", "method": "the ωB97M-V functional and the def2-TZVPD basis", "symbols": ["O", "H", "O", "H", "H", "O", "H", "H", "O", "H", "H", "O", "H", "H", "O", "H", "H", "O", "H", "H", "O", "H", "H", "O", "H", "H", "O", "H", "H", "O", "H", "H", "O", "H", "H", "O", "H", "H", "O", "H", "H", "O", "H", "H", "O", "H", "H", "O", "H", "H", "O", "H", "H", "O", "H", "H", "O", "H", "H", "H", "H"], "coordinates": [[-4.239109, -1.065829, -0.483862], [0.546538, -1.182633, -2.305843], [-1.218866, -0.089052, 3.348301], [-1.054417, -0.852503, 2.771373], [1.404593, 2.979583, -4.939680], [2.803542, 3.395403, 0.804270], [2.291620, 2.596930, 1.010306], [2.201222, 4.130335, 0.956575], [2.409496, 0.710824, 0.990369], [3.037389, 0.262695, 0.413885], [-0.390923, -1.733122, 4.133711], [-1.308963, 3.662483, -3.614455], [2.150730, -2.620426, -2.171989], [2.879141, 0.877165, 1.811210], [1.638946, -2.973606, -2.899897], [-2.160506, -4.803645, 2.071504], [-0.785043, 3.992176, -4.353742], [0.754258, 2.199182, 3.121592], [1.891869, -0.387918, -2.436006], [-1.823205, -3.401151, 2.570638], [0.009461, 2.047079, -2.227803], [0.913177, 2.531398, -1.991154], [-0.096234, 1.333044, -1.574882], [0.974549, -2.033802, 1.997872], [0.681550, -2.832525, 2.460579], [-1.939730, 3.060317, -4.000790], [-2.400423, 0.617356, -2.183433], [-2.378521, 1.057849, -1.333109], [-3.236621, 0.179842, -2.285802], [-0.192290, -0.133510, 0.432192], [-0.497899, 0.452834, 1.123623], [0.342724, 1.576692, 3.741892], [5.187193, 0.719704, 0.386744], [5.857302, 0.092013, 0.094973], [5.775494, 1.470218, 0.537515], [-1.478255, -4.680740, -0.721375], [-1.331388, -4.299931, 0.139299], [-1.875069, -4.208979, -1.445632], [-1.835237, -2.103792, 0.202236], [-2.175377, -0.013118, 3.228040], [-1.213845, -2.350029, 0.913667], [1.145221, -0.570297, -1.862367], [0.704153, -0.466395, 0.340769], [-3.781567, -1.748563, 0.039903], [0.045758, -2.543707, 4.463226], [2.397001, 3.219196, -0.683271], [-0.801824, -3.013686, 4.529658], [2.237223, 2.888195, -1.621289], [2.825003, 2.152867, -1.644198], [-1.299257, -1.259879, 0.187468], [-1.436976, -4.266339, 2.411392], [-4.756727, -0.765708, 0.277193], [0.825224, 2.918191, 3.757650], [0.565232, 2.637745, -5.257190], [1.380849, -3.877011, -2.697731], [0.854957, 1.842913, -5.720840], [-3.700936, 0.709949, 1.848595], [-3.070633, 1.433082, 1.695769], [-4.471587, 1.289926, 1.739227], [-0.669200, 2.599728, -2.771357], [0.889214, -1.359018, 2.674484]], "forces_ev_per_a": [[-0.54, -0.43, 1.20], [0.26, -0.18, -0.29], [-0.18, -0.61, -0.46], [0.23, 0.30, -0.30], [0.15, 0.32, 0.12], [-0.31, 0.45, -0.11], [0.07, -0.35, 0.31], [0.07, 0.24, 0.41], [-0.50, 0.04, -0.16], [0.34, 0.11, 0.21], [0.88, 0.28, 0.75], [-0.12, 0.20, 0.73], [0.00, -0.40, 0.36], [0.24, -0.25, 0.17], [-0.19, 0.07, -0.63], [-0.10, -0.12, 0.01], [0.10, -0.24, -0.11], [-0.26, -0.07, 0.91], [-0.20, -0.30, -0.43], [-0.30, -0.05, -0.06], [1.08, 0.40, 0.37], [-0.08, -0.26, -0.11], [-0.71, -0.38, -0.42], [-0.34, -0.22, -0.36], [0.32, -0.08, 0.09], [-0.62, -0.24, -0.48], [1.22, 0.75, -0.66], [-0.56, -0.34, 0.23], [-0.69, -0.43, 0.49], [-1.84, 0.44, -1.56], [1.33, 0.04, 0.59], [-0.13, -0.60, -0.69], [0.76, 0.08, -0.22], [-0.26, -0.56, -0.08], [-0.47, 0.43, 0.20], [0.69, -2.54, -0.39], [-0.39, 1.10, -0.46], [-0.17, 1.08, 0.71], [1.35, 0.82, 1.46], [-0.33, 0.40, 0.28], [-0.40, -1.37, -0.11], [0.12, 0.75, 0.74], [0.34, 0.64, 0.96], [0.80, -0.05, -1.00], [-1.68, 0.50, -0.35], [0.15, 0.05, -0.40], [0.60, -0.96, 0.54], [-0.59, 1.03, 0.07], [0.80, -1.04, -0.32], [-1.00, 0.28, -1.26], [0.20, 0.09, -0.02], [-0.39, 0.67, -0.59], [0.39, 0.68, -0.34], [0.48, -0.28, -0.15], [0.12, -0.03, 0.24], [-0.37, -0.04, -0.17], [0.05, 1.49, -0.10], [0.60, -0.58, 0.07], [-0.59, -0.74, 0.28], [0.04, -0.03, 0.24], [0.51, 0.07, 0.02]], "total_energy_ha": -1529.11436, "charge": 1, "e_above_lowest_kcal_mol": 57.7, "lumo_ev": -2.72, "homo_energy_ev": -12.736}

***

{"formula": "C34H42CaCl4CsF9N3O18P2", "method": "the ωB97M-V functional and the def2-TZVPD basis", "symbols": ["C", "C", "O", "O", "C", "C", "C", "C", "C", "C", "C", "C", "C", "C", "C", "C", "C", "N", "C", "C", "C", "O", "N", "P", "O", "O", "O", "C", "O", "H", "H", "H", "H", "H", "H", "H", "H", "H", "H", "H", "H", "H", "H", "H", "H", "H", "H", "H", "O", "Cl", "O", "O", "O", "C", "C", "O", "C", "O", "C", "F", "F", "F", "H", "H", "H", "H", "H", "Cs", "Ca", "C", "C", "N", "H", "H", "H", "C", "Cl", "Cl", "Cl", "H", "F", "P", "F", "F", "F", "F", "F", "C", "C", "O", "C", "O", "O", "C", "H", "H", "H", "H", "H", "H", "H", "H", "O", "C", "O", "C", "C", "C", "H", "H", "H", "H", "H", "H"], "coordinates": [[-5.037119, -2.766309, 5.343320], [-5.697346, -2.071691, 3.986551], [-6.689173, -1.229470, 4.128703], [-5.073329, -2.433641, 2.728150], [-6.118516, -2.650077, 1.686370], [-5.414452, -3.213531, 0.330836], [-4.631756, -1.964043, -0.302764], [-3.512143, -2.387409, -1.410416], [-2.550543, -1.086706, -1.536294], [-1.644749, -0.604709, -0.346997], [-0.761622, 0.664071, -0.451928], [-0.776187, 1.504443, -1.755661], [0.104540, 2.856279, -1.876548], [-0.652307, 4.137151, -1.491984], [0.162598, 5.480454, -1.645795], [1.608942, 5.209095, -2.174758], [2.213465, 3.825978, -2.473736], [1.432707, 2.648033, -2.316274], [-1.643454, 1.021394, -2.939310], [-2.535620, -0.258251, -2.839854], [-3.309809, -0.422180, -4.220716], [-4.346933, -1.037982, -4.530420], [-2.469575, 0.437884, -5.118071], [-1.176233, -0.472689, -5.907719], [-1.674441, -1.192768, -7.170507], [0.133954, 0.534670, -6.381809], [-0.483655, -1.682180, -4.904727], [-1.860416, 1.610893, -4.405193], [-1.574919, 2.737500, -4.863520], [-4.745550, -3.874234, 5.118708], [-4.051859, -2.228069, 5.672228], [-5.770521, -2.762193, 6.251164], [-6.955061, -3.322880, 2.069476], [-6.479721, -1.585602, 1.412659], [-6.270682, -3.563719, -0.356162], [-4.769406, -4.128789, 0.548471], [-5.367501, -1.199981, -0.756561], [-4.079696, -1.418742, 0.558476], [-2.874925, -3.277334, -1.065271], [-4.055690, -2.601843, -2.396707], [-1.674797, -1.223883, 0.606337], [-0.138908, 0.952644, 0.471967], [-1.737740, 4.157937, -1.115216], [-0.266363, 6.509712, -1.433842], [2.287985, 6.131142, -2.356162], [3.299805, 3.697965, -2.835328], [0.892817, 0.330923, -5.772415], [-1.137721, -2.428470, -4.968848], [-2.222591, -4.416573, 8.348693], [-2.032244, -4.461528, 6.913750], [-1.360783, -3.259922, 6.474978], [-3.350271, -4.525601, 6.267493], [-1.271425, -5.615307, 6.549558], [4.114519, 5.373599, -8.649000], [3.018007, 5.724994, -7.662997], [3.519726, 5.710689, -6.316303], [4.178735, 6.819371, -5.919845], [4.364020, 7.783825, -6.614678], [4.610695, 6.687740, -4.461373], [5.161330, 5.485135, -4.188648], [3.566435, 6.829677, -3.611159], [5.522054, 7.607604, -4.101252], [4.576959, 4.419146, -8.385615], [3.716019, 5.307161, -9.659681], [4.908394, 6.124556, -8.639708], [2.227027, 4.972497, -7.711755], [2.558248, 6.689430, -7.896312], [-4.076411, -0.500154, 4.663820], [-5.850118, -4.378889, 7.345830], [-7.760969, -0.963007, -5.899970], [-8.460076, -1.968312, -5.034282], [-9.009563, -2.760120, -4.350614], [-6.695239, -1.193332, -5.949616], [-8.177628, -0.985835, -6.908160], [-7.889862, 0.037593, -5.484238], [7.067848, 5.599986, -11.420488], [8.081239, 5.379194, -9.987019], [5.507790, 4.791414, -11.208672], [6.834973, 7.320749, -11.758474], [7.574968, 5.149187, -12.271385], [0.787473, -7.552608, 6.870873], [1.447675, -7.608126, 5.405732], [0.278332, -8.710775, 5.352978], [1.171998, -6.026260, 5.312814], [2.449426, -8.770091, 4.934007], [2.842329, -7.235020, 6.114576], [1.152905, -7.349812, 3.845300], [2.589781, 3.918591, 4.423326], [2.268309, 3.678726, 2.961304], [0.854752, 3.525474, 2.758703], [0.137023, 4.660797, 2.788835], [0.573563, 5.771928, 2.961008], [-1.158952, 4.340904, 2.620923], [-2.044766, 5.453950, 2.734897], [2.161503, 3.128287, 5.045667], [3.669535, 3.947048, 4.580854], [2.167790, 4.862772, 4.773962], [2.733394, 2.744277, 2.635738], [2.663642, 4.473540, 2.322944], [-1.753472, 6.264300, 2.064423], [-2.072397, 5.801380, 3.770257], [-3.044296, 5.117154, 2.455640], [8.786941, -7.379376, 8.000794], [7.601225, -7.311307, 8.206565], [6.702195, -6.810281, 7.318661], [5.402820, -6.776897, 7.924323], [5.459268, -7.792251, 9.040713], [6.906386, -7.716051, 9.478878], [5.215687, -5.763365, 8.292978], [4.643639, -7.029006, 7.182137], [4.746624, -7.590567, 9.842415], [5.247673, -8.790565, 8.644880], [7.063583, -6.940808, 10.232816], [7.270229, -8.679717, 9.835297]], "forces_ev_per_a": [[-0.12, -2.61, -0.54], [-5.39, 0.48, -1.29], [4.70, -5.08, -0.91], [-2.19, -0.02, 4.30], [-0.55, 0.71, -2.57], [-0.68, 0.76, 0.63], [0.69, -0.52, 0.16], [0.10, 1.65, 0.66], [1.20, 2.24, -0.95], [-0.24, 1.81, -3.24], [-2.41, -1.51, -2.32], [-1.13, -1.68, -0.14], [-1.02, 0.59, 0.44], [3.84, 1.35, -1.16], [1.85, -5.52, -1.27], [-1.16, -0.40, 0.53], [-3.31, 1.07, 1.14], [-1.48, 3.85, 0.71], [-0.44, -1.49, 2.60], [1.61, 1.13, 2.90], [-0.62, -0.64, 1.18], [4.16, 2.30, 1.04], [1.20, 0.22, -0.97], [0.90, -2.99, -5.30], [0.65, 2.12, 3.72], [-1.97, -2.03, 2.96], [-1.94, 2.10, -0.80], [1.10, 2.04, 1.34], [-1.38, -5.07, 1.59], [-0.32, 1.95, 0.02], [-2.40, -3.74, 0.49], [0.71, 1.77, -2.31], [1.26, 0.98, -0.31], [0.11, -1.91, 0.60], [1.25, 0.59, 1.08], [-0.67, 1.38, -0.23], [1.10, -1.30, 0.64], [-0.84, -0.87, -1.37], [-1.09, 1.26, -0.48], [1.09, 0.28, 1.38], [0.26, 0.92, -1.41], [-0.99, -0.31, -1.85], [1.96, -0.35, -0.76], [0.79, -1.58, -0.34], [-1.56, -2.05, 0.59], [-2.04, 0.32, 0.66], [-0.70, 0.40, -0.67], [0.93, 0.72, -0.10], [-1.32, 0.33, -0.34], [5.82, -1.60, 1.50], [-1.42, 0.13, -0.19], [-3.96, 0.01, -0.16], [-1.55, 1.17, 0.13], [0.04, 0.17, 0.48], [-0.22, -0.15, -0.83], [0.44, 0.65, 1.02], [-0.86, -0.16, -1.90], [0.15, -0.47, 1.03], [1.10, -0.04, 1.63], [-0.35, 0.29, -0.43], [0.28, 0.20, -0.81], [-0.58, -0.28, -0.63], [-0.15, 0.00, -0.07], [-0.18, 0.09, 0.30], [-0.15, 0.01, -0.10], [0.15, 0.04, 0.36], [0.22, -0.01, 0.21], [4.95, 8.24, -1.12], [2.35, -1.78, 0.53], [-0.39, -0.64, 0.49], [-1.22, -1.77, 1.52], [1.84, 2.62, -2.17], [-0.11, -0.02, 0.06], [-0.01, -0.05, 0.14], [-0.03, -0.13, 0.00], [0.05, 0.05, -0.05], [-0.08, -0.01, -0.13], [0.55, -0.11, -0.57], [0.02, -0.17, 0.01], [-0.10, 0.10, 0.19], [0.70, 0.94, 2.58], [0.15, -0.39, -0.30], [-1.59, -1.31, -1.91], [-0.66, 2.15, 1.72], [-0.26, -2.43, -0.94], [1.16, 2.30, 1.20], [0.37, -1.20, -2.40], [-0.24, 0.17, 0.20], [0.75, 0.04, 0.21], [-0.60, 0.27, -0.23], [0.60, -0.04, 0.19], [-0.38, -0.51, -0.18], [0.16, -0.08, -0.04], [-0.32, 0.28, 0.02], [0.15, -0.07, -0.10], [-0.07, -0.05, -0.05], [0.11, -0.01, -0.13], [-0.36, 0.04, -0.06], [-0.24, 0.02, 0.10], [0.08, -0.06, 0.18], [0.10, 0.13, -0.15], [0.21, -0.20, -0.02], [-0.71, 0.12, -0.27], [0.96, 0.21, -0.11], [0.63, -0.23, 0.27], [-0.75, 0.08, -0.28], [-0.37, -0.30, 0.39], [-0.43, -0.37, 0.08], [0.07, -0.03, 0.00], [0.28, 0.18, 0.00], [0.00, 0.02, -0.13], [-0.04, 0.13, 0.01], [0.14, -0.08, -0.02], [0.27, 0.27, 0.07]], "total_energy_ha": -6958.46347, "charge": 1, "lumo_ev": -8.11, "homo_energy_ev": -9.937}

***

{"formula": "C3H9NO3", "method": "the ωB97M-V functional and the def2-TZVPD basis", "symbols": ["C", "C", "C", "O", "O", "N", "H", "H", "H", "H", "H", "H", "H", "H", "H", "O"], "coordinates": [[1.479112, -0.729334, 1.109014], [0.546606, -1.557477, 0.071962], [-0.836968, -0.824987, -0.005204], [-1.799898, -1.693848, -0.422854], [-1.122741, 0.340222, 0.216154], [2.654544, -1.418858, 1.778961], [0.763672, -0.721804, 1.950789], [1.595638, 0.313656, 0.642034], [0.187440, -2.467471, 0.249462], [1.073606, -1.700756, -0.883341], [-2.315068, -1.189029, -0.982094], [2.526290, -2.450584, 1.802623], [3.522118, -1.533064, 0.998508], [-1.919508, 5.080463, -2.170101], [-3.470026, 5.651224, -2.214233], [-2.884820, 4.901643, -2.141687]], "forces_ev_per_a": [[-0.39, 0.19, 1.63], [1.09, 3.40, -0.92], [-1.14, 2.39, -0.25], [3.48, -1.71, 1.71], [1.68, -2.22, -0.17], [0.84, -1.36, -7.70], [-0.03, 0.70, -0.11], [0.56, -1.69, 1.10], [-0.65, -4.23, 1.81], [-0.28, 0.69, 0.06], [-2.64, 1.71, -1.83], [-0.75, 0.50, 1.67], [-1.77, 1.63, 3.00], [-1.47, 0.63, -0.06], [0.57, 0.66, -0.08], [0.90, -1.29, 0.14]], "total_energy_ha": -399.76007, "charge": 1, "s_squared": 0.76, "e_above_lowest_kcal_mol": 64.0, "lumo_ev": [-4.04, -9.87], "multiplicity": 2, "homo_energy_ev": [-13.174, -13.174]}